This record from the Open Molecules 2025 dataset describes 12 unconnected molecules or ions with the total composition C39H105O39P9 at a distorted geometry. The level of theory is the ωB97M-V functional and the def2-TZVPD basis.

Properties
- SMILES = COP(=O)(OC)OC.COP(=O)(OC)OC.COP(=O)(OC)OC.COP(=O)(OC)OC.COP(=O)(OC)OC.COP(=O)(OC)OC.COP(=O)(OC)OC.COP(=O)(OC)OC.COP(=O)(OC)OC.C1CCOC1.C1CCOC1.C1CCOC1
- orbital gap (eV) = 9.6

Last columns: bonded neighbours and bond lengths (Å).
Geometry (Å):
1 C 1.55616 0.21994 2.17843  O2 1.433, H9 1.107, H10 1.089, H11 1.103
2 O 0.50768 -0.49643 1.51368  C1 1.433, P3 1.595
3 P -0.79091 0.31520 1.06755  O2 1.595, O4 1.437, O5 1.615, O7 1.572
4 O -1.55471 1.00058 2.07390  P3 1.437
5 O -0.12699 1.23043 -0.08593  P3 1.615, C6 1.448
6 C -0.64849 2.56057 -0.32027  O5 1.448, H12 1.097, H13 1.104, H14 1.076
7 O -1.62410 -0.77632 0.30143  P3 1.572, C8 1.544
8 C -0.73515 -1.70323 -0.55601  O7 1.544, H15 1.099, H16 1.132, H17 1.075
9 H 2.54596 -0.24625 2.01185  C1 1.107
10 H 1.40390 0.36617 3.24635  C1 1.089
11 H 1.61570 1.25445 1.79991  C1 1.103
12 H 0.11665 3.02182 -0.95706  C6 1.097
13 H -0.81020 3.08897 0.63498  C6 1.104
14 H -1.55280 2.50049 -0.90018  C6 1.076
15 H -0.25028 -2.45479 0.08265  C8 1.099
16 H -0.00493 -1.06179 -1.13703  C8 1.132
17 H -1.42725 -2.24202 -1.17742  C8 1.075
18 C 0.41520 -5.04532 -3.77926  O19 1.460, H26 1.074, H27 1.086, H28 1.059
19 O 0.91764 -4.30181 -4.93106  C18 1.460, P20 1.568
20 P 1.77365 -3.02475 -4.62406  O19 1.568, O21 1.482, O22 1.582, O24 1.560
21 O 1.22338 -2.09687 -3.60804  P20 1.482
22 O 3.24929 -3.44349 -4.23600  P20 1.582, C23 1.425
23 C 3.93509 -4.09926 -5.29903  O22 1.425, H29 1.095, H30 1.106, H31 1.110
24 O 1.79815 -2.49508 -6.09076  P20 1.560, C25 1.428
25 C 0.61435 -2.05379 -6.75722  O24 1.428, H32 1.117, H33 1.065, H34 1.083
26 H 1.15112 -5.39326 -3.07931  C18 1.074
27 H -0.20197 -5.90122 -4.03632  C18 1.086
28 H -0.28853 -4.46188 -3.24372  C18 1.059
29 H 4.35876 -3.35963 -5.98705  C23 1.095
30 H 3.38798 -4.88590 -5.85167  C23 1.106
31 H 4.73424 -4.67010 -4.78122  C23 1.110
32 H -0.07037 -1.52126 -6.05385  C25 1.117
33 H 0.08706 -2.88822 -7.15788  C25 1.065
34 H 0.96495 -1.40570 -7.55083  C25 1.083
35 C 3.69458 3.55720 1.11428  O36 1.450, H43 1.064, H44 1.106, H45 1.085
36 O 3.94134 2.40220 0.27243  C35 1.450, P37 1.602
37 P 3.98699 2.47140 -1.32777  O36 1.602, O38 1.473, O39 1.531, O41 1.591
38 O 2.90820 3.23853 -1.97291  P37 1.473
39 O 4.03800 1.01123 -1.78417  P37 1.531, C40 1.463
40 C 2.81126 0.24437 -1.56446  O39 1.463, H46 1.113, H47 1.096, H48 1.116
41 O 5.43529 3.04870 -1.64549  P37 1.591, C42 1.400
42 C 5.69888 3.57167 -2.91708  O41 1.400, H49 1.070, H50 1.083, H51 1.065
43 H 3.15250 4.26207 0.53086  C35 1.064
44 H 4.63521 4.03944 1.43955  C35 1.106
45 H 3.16565 3.14350 1.96614  C35 1.085
46 H 2.07099 1.05589 -1.38483  C40 1.113
47 H 2.73487 -0.44042 -0.71243  C40 1.096
48 H 2.62772 -0.27058 -2.53719  C40 1.116
49 H 4.85125 3.61869 -3.56829  C42 1.070
50 H 6.48337 2.91382 -3.26903  C42 1.083
51 H 6.10557 4.55215 -2.82923  C42 1.065
52 C 2.52581 -6.00989 3.24682  O53 1.494, H60 1.089, H61 1.093, H62 1.082
53 O 2.91758 -4.66078 2.73986  C52 1.494, P54 1.625
54 P 2.02614 -3.98248 1.56287  O53 1.625, O55 1.440, O56 1.568, O58 1.568
55 O 2.56251 -2.68810 1.23222  P54 1.440
56 O 0.51928 -3.96670 1.99706  P54 1.568, C57 1.497
57 C 0.24424 -3.22946 3.27110  O56 1.497, H63 1.083, H64 1.057, H65 1.092
58 O 2.01620 -5.05604 0.42014  P54 1.568, C59 1.410
59 C 1.22475 -5.04437 -0.74615  O58 1.410, H66 1.102, H67 1.134, H68 1.102
60 H 1.44102 -6.08464 3.31424  C52 1.089
61 H 2.94532 -6.09671 4.25220  C52 1.093
62 H 2.86907 -6.78238 2.57148  C52 1.082
63 H 0.71490 -3.73486 4.10570  C57 1.083
64 H -0.81014 -3.23915 3.34972  C57 1.057
65 H 0.67883 -2.22916 3.22678  C57 1.092
66 H 1.65591 -4.25524 -1.38329  C59 1.102
67 H 0.12297 -4.82855 -0.58498  C59 1.134
68 H 1.42258 -6.01126 -1.23548  C59 1.102
69 C -5.86983 -4.16620 -2.48806  O70 1.467, H77 1.083, H78 1.109, H79 1.062
70 O -4.86493 -4.94391 -3.22090  C69 1.467, P71 1.549
71 P -3.32478 -5.10226 -3.17377  O70 1.549, O72 1.468, O73 1.573, O75 1.550
72 O -2.68827 -4.12626 -2.28012  P71 1.468
73 O -3.05957 -6.62688 -2.89234  P71 1.573, C74 1.425
74 C -3.92738 -7.49363 -2.16625  O73 1.425, H80 1.067, H81 1.090, H82 1.100
75 O -2.84659 -5.15945 -4.64710  P71 1.550, C76 1.429
76 C -2.41868 -4.01583 -5.38979  O75 1.429, H83 1.063, H84 1.079, H85 1.082
77 H -5.54488 -4.10560 -1.45720  C69 1.083
78 H -6.80895 -4.73728 -2.63451  C69 1.109
79 H -5.93122 -3.19596 -2.91550  C69 1.062
80 H -3.47728 -8.45973 -2.12141  C74 1.067
81 H -4.89850 -7.49655 -2.66204  C74 1.090
82 H -4.10145 -7.11490 -1.14874  C74 1.100
83 H -3.12424 -3.88434 -6.17332  C76 1.063
84 H -1.48955 -4.25641 -5.88181  C76 1.079
85 H -2.28311 -3.25298 -4.63430  C76 1.082
86 C 6.75523 0.92194 1.98662  O87 1.442, H94 1.117, H95 1.042, H96 1.087
87 O 6.38352 1.79264 3.07421  C86 1.442, P88 1.555
88 P 5.17854 1.37866 3.96565  O87 1.555, O89 1.441, O90 1.605, O92 1.588
89 O 3.91915 1.18598 3.29250  P88 1.441
90 O 5.57926 0.01273 4.70645  P88 1.605, C91 1.386
91 C 6.74464 -0.56154 5.18966  O90 1.386, H97 1.110, H98 1.146, H99 1.106
92 O 5.19974 2.53564 5.05334  P88 1.588, C93 1.461
93 C 4.17058 2.35414 6.07428  O92 1.461, H100 1.065, H101 1.090, H102 1.085
94 H 7.08453 -0.04186 2.44414  C86 1.117
95 H 7.59791 1.34148 1.53905  C86 1.042
96 H 5.89935 0.66106 1.36935  C86 1.087
97 H 7.56930 0.16089 5.01788  C91 1.110
98 H 6.93771 -1.58621 4.71472  C91 1.146
99 H 6.59938 -0.65793 6.28184  C91 1.106
100 H 4.58402 1.81828 6.89593  C93 1.065
101 H 3.22238 1.94044 5.73246  C93 1.090
102 H 3.95761 3.36250 6.41280  C93 1.085
103 C -4.42790 1.39248 -1.28805  O104 1.388, H111 1.089, H112 1.057, H113 1.080
104 O -3.66487 0.44971 -1.96312  C103 1.388, P105 1.566
105 P -4.14365 -0.11179 -3.34431  O104 1.566, O106 1.472, O107 1.587, O109 1.634
106 O -5.27985 -1.04483 -3.40678  P105 1.472
107 O -4.34383 1.25351 -4.12822  P105 1.587, C108 1.492
108 C -5.49498 1.28995 -5.07741  O107 1.492, H114 1.060, H115 1.095, H116 1.099
109 O -2.76965 -0.83647 -3.85103  P105 1.634, C110 1.452
110 C -1.52905 -0.15331 -4.17083  O109 1.452, H117 1.094, H118 1.077, H119 1.109
111 H -4.42943 2.28692 -1.90988  C103 1.089
112 H -3.99743 1.67034 -0.36387  C103 1.057
113 H -5.47159 1.16434 -1.13186  C103 1.080
114 H -5.21021 0.88615 -6.01477  C108 1.060
115 H -5.71159 2.36276 -5.09598  C108 1.095
116 H -6.37919 0.77417 -4.67861  C108 1.099
117 H -1.44237 0.10989 -5.22866  C110 1.094
118 H -0.64228 -0.67113 -3.84751  C110 1.077
119 H -1.56013 0.81499 -3.63165  C110 1.109
120 C 0.14076 0.47376 8.66683  O121 1.435, H128 1.107, H129 1.126, H130 1.082
121 O 0.87911 -0.22322 7.65246  C120 1.435, P122 1.628
122 P 0.41258 -1.50139 6.75865  O121 1.628, O123 1.454, O124 1.594, O126 1.561
123 O -0.49014 -2.40570 7.45209  P122 1.454
124 O -0.12055 -0.86282 5.39936  P122 1.594, C125 1.434
125 C -1.51308 -0.58648 5.19775  O124 1.434, H131 1.118, H132 1.096, H133 1.103
126 O 1.73234 -2.17243 6.26398  P122 1.561, C127 1.430
127 C 2.57034 -1.43521 5.36961  O126 1.430, H134 1.091, H135 1.062, H136 1.115
128 H -0.51772 -0.21593 9.22817  C120 1.107
129 H -0.59091 1.16967 8.16777  C120 1.126
130 H 0.90343 0.97452 9.24868  C120 1.082
131 H -1.54939 0.00217 4.24758  C125 1.118
132 H -1.96884 -0.07241 6.05143  C125 1.096
133 H -1.99034 -1.57739 5.11027  C125 1.103
134 H 2.29845 -0.37844 5.34472  C127 1.091
135 H 2.47775 -1.89139 4.41495  C127 1.062
136 H 3.62545 -1.54543 5.71163  C127 1.115
137 C -0.99370 5.66339 -6.86464  O138 1.453, H145 1.079, H146 1.104, H147 1.108
138 O -0.32697 4.40005 -6.59902  C137 1.453, P139 1.626
139 P 0.27479 4.01848 -5.13743  O138 1.626, O140 1.429, O141 1.602, O143 1.558
140 O -0.70863 3.99243 -4.10148  P139 1.429
141 O 0.86775 2.62500 -5.65957  P139 1.602, C142 1.415
142 C 1.90022 1.94736 -4.96796  O141 1.415, H148 1.082, H149 1.092, H150 1.057
143 O 1.50925 4.92669 -4.85895  P139 1.558, C144 1.478
144 C 1.74159 5.59699 -3.56270  O143 1.478, H151 1.121, H152 1.099, H153 1.084
145 H -2.06073 5.50413 -6.88994  C137 1.079
146 H -0.68661 6.11717 -7.82281  C137 1.104
147 H -0.64364 6.41205 -6.12670  C137 1.108
148 H 2.73037 2.60047 -4.73276  C142 1.082
149 H 2.32882 1.22131 -5.66143  C142 1.092
150 H 1.58990 1.53512 -4.04556  C142 1.057
151 H 0.76951 5.87381 -3.07875  C144 1.121
152 H 2.36902 6.46443 -3.80968  C144 1.099
153 H 2.23586 4.89212 -2.90357  C144 1.084
154 C -4.27937 -2.57398 1.75875  C155 1.523, C158 1.500, H159 1.053, H160 1.084
155 C -3.72300 -1.93175 3.02241  C154 1.523, C156 1.561, H161 1.074, H162 1.079
156 C -4.87080 -0.93390 3.37513  C155 1.561, O157 1.418, H163 1.119, H164 1.097
157 O -5.91821 -1.17973 2.45176  C156 1.418, C158 1.421
158 C -5.33061 -1.63788 1.24181  C154 1.500, O157 1.421, H165 1.091, H166 1.106
159 H -4.65850 -3.49858 2.09189  C154 1.053
160 H -3.56510 -2.88654 1.00571  C154 1.084
161 H -2.80520 -1.40117 2.85223  C155 1.074
162 H -3.57492 -2.65340 3.81017  C155 1.079
163 H -4.38189 0.06064 3.22218  C156 1.119
164 H -5.22117 -0.96263 4.41465  C156 1.097
165 H -4.93928 -0.79897 0.66516  C158 1.091
166 H -6.16016 -2.13721 0.70748  C158 1.106
167 C -1.05543 3.77920 3.86444  C168 1.552, C171 1.497, H172 1.073, H173 1.063
168 C 0.42338 3.32771 3.73366  C167 1.552, C169 1.517, H174 1.112, H175 1.067
169 C 0.44734 2.04799 4.54757  C168 1.517, O170 1.425, H176 1.106, H177 1.126
170 O -0.40417 2.31731 5.65777  C169 1.425, C171 1.432
171 C -1.41283 3.23014 5.21017  C167 1.497, O170 1.432, H178 1.099, H179 1.153
172 H -1.66716 3.41362 3.06250  C167 1.073
173 H -1.09205 4.84097 3.89608  C167 1.063
174 H 1.13230 4.06753 4.16642  C168 1.112
175 H 0.68342 3.10751 2.72303  C168 1.067
176 H 1.41485 1.64658 4.90205  C169 1.106
177 H -0.02334 1.19283 3.98662  C169 1.126
178 H -1.41739 3.99885 5.99563  C171 1.099
179 H -2.36742 2.58439 5.23780  C171 1.153
180 C -2.20218 5.73477 0.52987  C181 1.577, C184 1.522, H185 1.058, H186 1.104
181 C -2.39692 6.21026 -0.96095  C180 1.577, C182 1.543, H187 1.045, H188 1.088
182 C -3.62613 5.37675 -1.37771  C181 1.543, O183 1.409, H189 1.099, H190 1.142
183 O -4.37847 5.17885 -0.20320  C182 1.409, C184 1.436
184 C -3.37527 4.78977 0.74715  C180 1.522, O183 1.436, H191 1.079, H192 1.056
185 H -2.35220 6.61232 1.10182  C180 1.058
186 H -1.22276 5.26052 0.71517  C180 1.104
187 H -1.58037 5.96061 -1.56288  C181 1.045
188 H -2.67397 7.26259 -0.96886  C181 1.088
189 H -3.35819 4.41575 -1.83900  C182 1.099
190 H -4.28302 5.86983 -2.17185  C182 1.142
191 H -3.11496 3.75160 0.61161  C184 1.079
192 H -3.77945 4.84519 1.72139  C184 1.056